77
Properties=species:S:1:pos:R:3:forces:R:3:mulliken_charge:R:1 method="wB97M-V/def2-TZVPD" total_charge=+2 s2=8.782 total_energy_ha=-2479.8894 orbital_gap_ev="8.0 / 5.5" spin_multiplicity=6 e_homo_ev="-12.7634 / -14.2956"
Ir -0.84978 0.54451 0.88333 0.1 -0.4 -0.3 1.047
C 3.01303 -0.44961 0.13063 0.0 0.0 0.0 -1.007
N 1.71536 -0.66676 -0.43497 0.1 -0.1 0.0 -0.010
P 0.50028 -1.46679 0.44768 0.2 0.2 -0.2 0.621
C 1.21442 -2.44488 1.78279 -0.1 -0.1 0.0 0.436
C 1.69943 -1.79009 2.91688 0.0 0.0 0.0 -0.115
C 2.28385 -2.51191 3.94364 0.0 0.0 0.0 -0.766
C 2.37560 -3.89511 3.85103 0.0 0.0 0.0 -0.645
C 1.89206 -4.55242 2.73017 0.0 0.0 0.0 -0.738
C 1.31171 -3.83443 1.69353 0.1 0.0 0.1 -0.542
C -0.15423 -2.64370 -0.74919 0.0 0.0 0.1 0.168
C 0.48439 -2.89277 -1.95932 -0.1 0.1 -0.1 -0.412
C -0.03964 -3.84523 -2.82487 0.0 0.1 0.0 -0.711
C -1.18470 -4.54778 -2.48265 0.0 0.0 0.0 -0.571
C -1.81281 -4.31444 -1.26352 0.0 0.0 0.0 -1.007
C -1.29703 -3.36341 -0.40025 0.0 0.0 0.1 -0.303
P -0.27847 1.76216 -1.10392 -0.4 0.0 0.0 0.619
C 1.24207 2.70383 -1.00326 -0.1 0.1 0.0 0.853
C 1.23415 3.84918 -0.20282 0.0 0.0 0.0 -0.895
C 2.39033 4.59815 -0.06019 0.0 0.0 0.0 -0.680
C 3.55738 4.20504 -0.70424 0.0 0.0 0.0 -0.661
C 3.57101 3.05942 -1.48944 0.0 0.0 0.0 -0.937
C 2.41748 2.30484 -1.63891 0.0 0.0 0.0 -0.648
C -0.44679 1.00564 -2.72426 0.1 0.0 0.1 1.289
C -1.35597 -0.04638 -2.84055 0.0 -0.1 0.1 -0.561
C -1.63875 -0.58609 -4.08485 0.0 0.0 0.0 -0.538
C -1.01141 -0.08087 -5.21522 0.0 0.0 0.0 -0.671
C -0.10813 0.96890 -5.10572 0.0 0.0 0.0 -0.758
C 0.17446 1.51833 -3.86536 0.0 0.0 0.0 -0.498
H 3.37944 -1.28173 0.73871 0.0 0.0 0.0 0.439
H 2.97325 0.43773 0.78349 0.0 0.0 0.0 0.245
H 3.72568 -0.21690 -0.66062 0.0 0.0 0.0 0.375
H 1.63204 -0.71147 2.99344 0.0 0.0 0.0 0.357
H 2.66727 -1.99961 4.81613 0.0 0.0 0.0 0.473
H 2.82762 -4.46016 4.65492 0.0 0.0 0.0 0.412
H 1.96815 -5.62873 2.65730 0.0 0.0 0.0 0.449
H 0.94460 -4.35804 0.82203 0.0 0.0 0.0 0.402
H 1.37245 -2.33820 -2.23253 0.0 0.0 0.0 0.395
H 0.45348 -4.04141 -3.76727 0.0 0.0 0.0 0.454
H -1.58268 -5.29162 -3.15947 0.0 0.0 0.0 0.442
H -2.68882 -4.88441 -0.98437 0.0 0.0 0.0 0.459
H -1.74414 -3.21643 0.57741 -0.1 0.0 0.0 0.809
H 0.32250 4.16118 0.29434 0.0 0.0 0.0 0.445
H 2.37981 5.49299 0.54724 0.0 0.0 0.0 0.483
H 4.45775 4.79461 -0.59687 0.0 0.0 0.0 0.451
H 4.47934 2.75698 -1.99282 0.0 0.0 0.0 0.486
H 2.43167 1.40901 -2.24529 0.0 0.0 0.0 0.712
H -1.83656 -0.45130 -1.95349 0.0 0.0 -0.1 0.059
H -2.34265 -1.40313 -4.17027 0.0 0.0 0.0 0.486
H -1.22880 -0.50298 -6.18705 0.0 0.0 0.0 0.439
H 0.37253 1.36555 -5.98957 0.0 0.0 0.0 0.475
H 0.86320 2.35006 -3.79400 0.0 0.0 0.0 0.472
F 0.70835 1.63871 6.64718 0.0 0.0 -0.2 -0.263
C 0.35537 1.46717 5.39237 0.0 0.0 0.0 0.268
C 1.16595 2.01737 4.38712 0.0 0.0 0.1 -0.504
C 0.80129 1.82232 3.08616 0.0 0.1 -0.2 0.192
C -0.36414 1.06611 2.73401 0.0 0.0 0.3 -0.037
C -1.16832 0.55992 3.81284 0.1 0.0 -0.1 -0.224
C -0.81911 0.74775 5.11800 0.1 0.1 0.1 -0.702
H 2.04446 2.58211 4.66802 0.0 0.0 0.0 0.517
H 1.40251 2.25861 2.29480 0.0 0.0 0.0 0.227
H -2.07362 0.01231 3.58619 0.0 0.0 0.0 0.425
H -1.41066 0.37185 5.94173 0.0 0.0 0.0 0.495
N -3.67088 1.24956 0.20971 0.0 -0.1 0.0 0.210
C -4.97417 0.96060 0.15454 0.0 -0.1 0.0 -0.179
C -5.11185 -0.38267 0.44537 -0.1 0.0 0.0 -0.876
C -3.81710 -0.84250 0.65317 0.2 0.0 0.0 -0.437
N -2.93374 0.15215 0.50682 -0.3 0.2 0.0 -0.066
H -3.19392 2.10846 -0.03817 0.0 0.0 0.0 0.184
H -5.70250 1.71415 -0.09340 0.0 0.0 0.0 0.494
H -6.02462 -0.94852 0.49191 0.0 0.0 0.0 0.427
H -3.48026 -1.83375 0.89697 0.0 0.0 0.0 0.468
C -1.69904 3.78630 -2.11611 0.0 0.1 0.0 -0.862
O -1.50471 2.83901 -1.03599 0.3 0.1 0.0 -0.321
H -2.15415 4.67173 -1.68107 0.0 0.0 0.0 0.327
H -2.35286 3.34950 -2.86841 0.0 0.0 0.0 0.300
H -0.74868 4.06242 -2.57132 0.0 0.0 0.0 0.358